Density functional theory data (ωB97M-V with the def2-TZVPD basis set) for a molecular structure, C4H6S2 in a non-equilibrium geometry.

ΔE to the lowest compared entry with this formula, charge and spin   4.505 eV
HOMO level   -0.3139 Eh

Each line ends with the natural charge from an NBO analysis.
CARTESIAN COORDINATES (ANGSTROEM)
C -1.0973 -0.2696 0.8349  -0.480
C 0.4076 0.3788 0.6159  -0.407
C 1.4772 -0.3421 -0.1373  -0.063
C 2.0908 -1.0929 -0.9098  -0.234
H -3.0938 -0.4595 -0.4983  0.122
H -1.0812 -1.2478 1.4935  0.242
H -1.6529 0.5120 1.1882  0.215
H 1.0462 0.4378 1.4868  0.265
H 0.9798 2.6222 -1.0767  0.150
H 2.9611 -1.6159 -1.4804  0.264
S -1.8337 -0.5714 -0.8820  -0.019
S -0.2038 1.6484 -0.6347  -0.053

***

Density functional theory data (ωB97M-V with the def2-TZVPD basis set) for a gas-phase ion, C5H5N2 (charge +1) in a non-equilibrium geometry.

Charge   +1
ΔE to the lowest compared entry with this formula, charge and spin   2.031 eV
HOMO level   -0.5831 Eh

Each line ends with the natural charge from an NBO analysis.
CARTESIAN COORDINATES (ANGSTROEM)
C -0.6985 1.7901 -0.0868  0.287
C -1.9020 1.1841 -0.5050  0.070
C -0.7390 -0.7989 -0.3845  -0.183
C 0.4433 -0.5547 0.0832  0.568
C 1.7288 -0.7804 0.5698  -0.810
N -1.8724 -0.0871 -0.6387  -0.294
N 0.4033 1.8157 0.2657  -0.238
H -2.8235 1.7135 -0.7076  0.267
H -0.8535 -1.8616 -0.6493  0.342
H 1.7284 -1.2222 1.5725  0.299
H 2.2748 0.1755 0.6280  0.363
H 2.3103 -1.3740 -0.1474  0.329